Molecular formula: C108H116O34
Method: DFT, the ωB97M-V functional and the def2-TZVPD basis

Positions of all 258 atoms, in Å:
C: -5.43488 3.18556 -11.85693
C: -4.44336 2.22760 -11.16247
C: -4.87869 1.87705 -9.74171
C: -3.80740 1.00830 -8.93504
C: -4.25362 0.26979 -7.70270
C: -3.11952 -0.39973 -6.90090
H: -5.60748 4.11266 -11.28938
H: -6.44008 2.74079 -11.85019
H: -5.12102 3.31752 -12.89202
H: -4.39643 1.30381 -11.76258
H: -3.40997 2.60668 -11.14597
H: -5.84093 1.36918 -9.86308
H: -5.04823 2.81099 -9.20574
H: -3.25548 0.34049 -9.61953
H: -3.05235 1.73883 -8.61937
H: -4.72131 1.04782 -7.07873
H: -5.04284 -0.45634 -7.88972
H: -3.49425 -1.00728 -6.07769
H: -2.51220 -1.08456 -7.50239
H: -2.42954 0.35451 -6.50308
C: 1.06188 6.57054 8.16665
C: 1.43965 5.72540 7.17746
C: 0.88486 4.47761 7.09637
C: 0.04203 4.02615 8.13112
C: -0.25967 4.90458 9.21959
C: 0.34615 6.18694 9.26078
O: 0.25675 7.07085 10.33140
O: 1.13505 3.62817 6.02530
H: 1.40003 7.59362 8.16125
H: 2.09217 6.11535 6.39483
H: -0.26285 2.98175 8.05480
H: -0.83583 4.53005 10.06230
H: -0.18593 6.57591 11.04387
H: 0.97455 2.72009 6.32235
C: -4.84728 -2.78910 -3.95651
C: -6.09925 -2.25123 -4.19795
C: -6.28189 -0.94462 -3.75778
C: -5.26667 -0.24962 -3.11649
C: -4.03729 -0.83327 -2.85046
C: -3.78838 -2.12286 -3.27770
O: -2.55109 -2.70142 -3.16455
O: -7.53828 -0.44431 -3.85654
H: -4.72397 -3.82117 -4.30078
H: -6.86837 -2.87020 -4.67598
H: -5.52116 0.76131 -2.82021
H: -3.22239 -0.26837 -2.41034
H: -1.97583 -2.08954 -2.67653
H: -7.56502 0.40008 -3.37636
C: -2.97499 4.20380 4.78081
C: -1.68794 3.79374 4.52941
C: -1.09315 3.86515 3.26672
C: -1.79882 4.43043 2.20097
C: -3.06651 4.93471 2.48512
C: -3.62766 4.82963 3.74751
O: -4.88400 5.29715 3.86728
O: 0.22742 3.45420 3.09418
H: -3.47961 4.07272 5.74468
H: -1.09237 3.39576 5.34985
H: -1.37248 4.56495 1.21178
H: -3.64035 5.42738 1.72495
H: -5.09335 5.38439 4.80155
H: 0.75336 3.58906 3.89080
C: -2.18742 -0.01028 5.16276
C: -1.09400 0.32554 5.93261
C: -0.95804 -0.22724 7.22148
C: -1.89695 -1.10180 7.73125
C: -2.94874 -1.52423 6.93565
C: -3.13468 -0.93671 5.69434
O: -4.23446 -1.29489 4.89019
O: 0.07744 0.29056 7.97995
H: -2.39316 0.50243 4.20779
H: -0.36656 1.06895 5.57459
H: -1.82706 -1.46966 8.75848
H: -3.66101 -2.25771 7.30490
H: -3.86643 -1.80502 4.15029
H: 0.37773 -0.37255 8.60779
C: 6.41633 1.35262 -1.35246
C: 7.60706 1.91521 -1.76112
C: 8.26546 1.32315 -2.83662
C: 7.87914 0.08372 -3.33903
C: 6.80834 -0.55008 -2.73747
C: 6.07715 0.05878 -1.73260
O: 5.00023 -0.56475 -1.14815
O: 9.26404 2.05857 -3.38315
H: 5.81196 1.85222 -0.60578
H: 7.92895 2.85782 -1.34500
H: 8.39568 -0.34944 -4.20022
H: 6.67140 -1.55605 -3.11948
H: 5.10014 -1.53243 -1.14760
H: 9.80950 1.59615 -4.02043
C: -6.23780 2.09433 -0.00239
C: -4.91671 1.78567 0.32073
C: -4.61640 0.48473 0.63241
C: -5.60416 -0.48533 0.72555
C: -6.91947 -0.21459 0.32366
C: -7.20030 1.10919 -0.04057
O: -8.47411 1.46387 -0.47775
O: -3.35011 0.07357 0.96971
H: -6.53069 3.09211 -0.30114
H: -4.08718 2.46401 0.26119
H: -5.35451 -1.50995 1.02484
H: -7.60520 -1.06104 0.29538
H: -9.07749 0.82878 -0.07682
H: -2.72384 0.60912 0.45583
C: -1.12570 -6.09192 4.72788
C: -0.96903 -6.75892 3.52171
C: -0.66724 -6.06494 2.36377
C: -0.59086 -4.64511 2.45264
C: -0.72529 -4.01222 3.69132
C: -0.95445 -4.75788 4.84347
O: -1.12597 -4.14896 6.09699
O: -0.52006 -6.82129 1.23254
H: -1.26518 -6.69832 5.61886
H: -1.08927 -7.82444 3.40348
H: -0.36526 -4.08618 1.54305
H: -0.64195 -2.92754 3.75620
H: -0.44239 -3.44362 6.11706
H: -0.21900 -6.27134 0.49766
C: 4.47756 -0.12126 4.93916
C: 5.76010 0.15736 4.53238
C: 5.94534 0.44746 3.18508
C: 4.93775 0.38165 2.27616
C: 3.65084 0.05478 2.68427
C: 3.37322 -0.19898 4.03928
O: 2.11340 -0.44867 4.53949
O: 7.17810 0.72025 2.67270
H: 4.29078 -0.33268 5.98239
H: 6.51403 0.11836 5.30021
H: 5.18113 0.47366 1.21152
H: 2.85916 0.08980 1.93142
H: 1.42064 -0.24737 3.90520
H: 7.84867 0.41207 3.29022
C: 3.18212 0.39847 -4.53991
C: 3.33494 1.67597 -5.17781
C: 2.18972 2.21044 -5.78653
C: 1.00554 1.49573 -5.81488
C: 0.83680 0.32584 -5.15062
C: 1.94215 -0.27011 -4.51272
O: 1.82709 -1.60224 -4.03339
O: 2.08904 3.48609 -6.26261
H: 4.08792 -0.05742 -4.12531
H: 4.27645 2.21512 -5.17692
H: 0.20760 1.98097 -6.35667
H: -0.11062 -0.19754 -5.15369
H: 2.38386 -1.80654 -3.27343
H: 2.67153 4.13128 -5.84444
C: 2.91344 -3.93666 4.18851
C: 3.40152 -5.14686 3.58018
C: 3.07957 -6.35827 4.17598
C: 2.45420 -6.39045 5.41786
C: 2.02477 -5.20941 5.96515
C: 2.27245 -3.95003 5.41768
O: 1.66677 -2.84766 6.04114
O: 3.50016 -7.52255 3.63592
H: 3.08581 -2.97039 3.71918
H: 3.96028 -5.21058 2.66066
H: 2.34719 -7.28120 6.03169
H: 1.42465 -5.38908 6.85055
H: 1.90916 -2.02142 5.61972
H: 2.76014 -7.97087 3.22792
C: 4.19958 4.64555 4.66415
C: 4.87256 5.78302 5.10145
C: 4.98531 6.91636 4.26958
C: 4.42689 6.87906 3.04619
C: 3.83448 5.71037 2.57967
C: 3.67209 4.59474 3.36548
O: 3.09492 3.44494 2.88711
O: 5.60170 8.08607 4.72164
H: 4.08696 3.76242 5.28708
H: 5.25075 5.82880 6.12412
H: 4.46998 7.71456 2.35361
H: 3.32010 5.68844 1.62652
H: 3.53097 2.71344 3.31384
H: 5.78262 7.88159 5.63858
C: -3.91274 -3.40423 0.21488
C: -4.64932 -4.43833 -0.36041
C: -4.93223 -5.59156 0.32311
C: -4.69045 -5.66384 1.69341
C: -4.00342 -4.60955 2.28837
C: -3.69115 -3.42474 1.59065
O: -3.11229 -2.38501 2.29020
O: -5.56460 -6.53061 -0.50581
H: -3.55566 -2.56215 -0.39233
H: -5.03083 -4.47825 -1.36220
H: -4.90965 -6.51192 2.33427
H: -3.71617 -4.65296 3.32943
H: -3.01991 -1.60243 1.72909
H: -5.83359 -7.27701 0.03424
C: 5.26720 6.37509 -4.85118
C: 6.48351 5.82902 -5.04011
C: 6.73360 4.52190 -4.67114
C: 5.78187 3.81301 -3.96633
C: 4.44544 4.36596 -3.87582
C: 4.22335 5.66143 -4.27239
O: 3.01312 6.29811 -4.18323
O: 7.96858 4.00720 -4.98382
H: 5.03636 7.37856 -5.16721
H: 7.26529 6.38993 -5.55107
H: 6.00329 2.79927 -3.63627
H: 3.62310 3.76247 -3.49849
H: 2.30188 5.79958 -3.78440
H: 8.28809 3.34369 -4.34941
C: -2.22882 -6.66584 -2.02496
C: -2.50846 -8.04885 -2.10766
C: -1.86810 -8.84551 -3.07082
C: -0.84538 -8.33827 -3.82917
C: -0.59321 -6.98849 -3.81229
C: -1.18978 -6.21375 -2.87071
O: -0.73915 -4.86045 -2.88892
O: -2.13141 -10.19859 -3.20499
H: -2.75797 -5.95882 -1.38296
H: -3.23089 -8.54535 -1.46277
H: -0.41241 -9.10910 -4.45552
H: 0.09677 -6.43906 -4.44420
H: -1.49784 -4.24841 -2.82029
H: -2.63696 -10.47826 -2.43726
C: -0.07333 0.63387 -1.02386
C: 0.06064 1.16255 0.22907
C: 0.17177 0.28961 1.33470
C: 0.15662 -1.08685 1.14042
C: -0.07593 -1.56102 -0.15110
C: -0.17756 -0.72626 -1.22904
O: -0.52169 -1.26794 -2.46110
O: 0.37767 0.72082 2.61455
H: -0.07513 1.34641 -1.85764
H: 0.15051 2.24901 0.35758
H: 0.17180 -1.79310 1.96757
H: -0.27773 -2.61776 -0.29070
H: 0.24054 -1.51098 -3.01956
H: 0.05963 1.61602 2.82514
C: -2.36156 5.15261 -1.76984
C: -1.12562 5.10870 -2.40962
C: -0.92820 4.23378 -3.43396
C: -1.89149 3.31805 -3.85136
C: -3.16370 3.46185 -3.31046
C: -3.38937 4.34017 -2.22335
O: -4.58975 4.51912 -1.57833
O: 0.34899 4.34318 -3.92420
H: -2.54708 5.81100 -0.93992
H: -0.29123 5.71824 -2.08711
H: -1.71349 2.50187 -4.55788
H: -3.95739 2.80609 -3.67587
H: -5.19716 3.79282 -1.72442
H: 0.44828 3.78319 -4.70404
C: 3.96435 -4.08871 0.28696
C: 2.61950 -4.46253 0.30041
C: 1.91967 -4.60752 -0.87480
C: 2.47601 -4.31796 -2.11077
C: 3.82639 -3.99738 -2.14548
C: 4.53020 -3.83143 -0.94486
O: 5.77292 -3.23862 -1.08919
O: 0.65220 -5.07624 -0.74383
H: 4.59066 -3.76172 1.11674
H: 2.11880 -4.69591 1.22158
H: 1.90771 -4.47433 -3.03040
H: 4.33827 -3.89380 -3.09349
H: 6.37871 -3.40532 -0.35861
H: 0.21820 -5.10790 -1.64154

Output
* LUMO energy: 0.188 eV
* Kohn-Sham gap: 7.96 eV